(1)
Below is C38H64BBrN9O2RuS as an isolated structure, with properties calculated with ωB97M-V/def2-TZVPD.

ORCA input file:
```
! RIJCOSX wB97M-V def2-TZVPD def2/J DEFGRID3
* xyz 2 6
Ru 0.2820 -1.5419 -0.2894
C 2.0926 3.4660 -2.3857
C 0.9661 2.6657 -1.8278
C -0.3192 3.0796 -1.5766
C -0.9965 1.9646 -1.0642
N -0.1531 0.9127 -0.9944
N 1.0434 1.3682 -1.4786
B 2.3449 0.5569 -1.4808
N 2.2502 -0.7052 -2.3633
N 1.3787 -1.7373 -2.1411
C 1.6698 -2.7133 -3.0334
C 2.6973 -2.2624 -3.8525
C 3.0439 -1.0022 -3.4035
C 4.0987 -0.1033 -3.9472
C 1.0349 -4.0824 -3.2153
C 0.1535 -4.0612 -4.4766
C 2.1660 -5.1036 -3.4422
C 0.2117 -4.5738 -2.0300
N 2.7527 0.2584 -0.0241
N 1.8643 -0.1669 0.9131
C 2.5027 -0.1173 2.1029
C 3.8079 0.3430 1.9042
C 3.9351 0.5641 0.5527
C 5.1263 1.0447 -0.1986
C 1.9884 -0.5206 3.4696
C 0.5416 -0.9862 3.4689
C 2.1280 0.6770 4.4177
C 2.8748 -1.6572 4.0083
C -2.4912 2.0307 -0.8121
C -3.0379 0.8145 -0.0950
C -3.1813 2.1902 -2.1765
C -2.8353 3.2726 0.0208
H 1.7368 4.4685 -2.6145
H 2.4821 3.0260 -3.3026
H 2.9174 3.5474 -1.6781
H -0.7263 4.0525 -1.7839
H 3.1956 1.2253 -1.9591
H 3.1508 -2.7862 -4.6727
H 4.5622 -0.5795 -4.8081
H 4.8740 0.0960 -3.2090
H 3.6844 0.8523 -4.2647
H 0.6571 -3.5717 -5.3094
H -0.7946 -3.5535 -4.3026
H -0.0727 -5.0854 -4.7737
H 2.6684 -4.9530 -4.3959
H 1.7413 -6.1073 -3.4527
H 2.9089 -5.0541 -2.6462
H -0.4546 -3.8021 -1.6471
H 0.8477 -4.9168 -1.2168
H -0.4064 -5.4129 -2.3530
H 4.5683 0.4922 2.6495
H 5.9552 1.1816 0.4921
H 4.9353 1.9937 -0.6987
H 5.4327 0.3220 -0.9542
H -0.1040 -0.2913 2.9302
H 0.1871 -1.0710 4.4978
H 0.4476 -1.9668 3.0080
H 1.4556 1.4913 4.1330
H 3.1402 1.0774 4.4230
H 1.8760 0.3751 5.4345
H 2.8687 -2.5113 3.3332
H 2.5024 -1.9837 4.9793
H 3.9056 -1.3311 4.1369
H -2.7483 -0.1058 -0.5931
H -4.1270 0.8687 -0.0566
H -2.6502 0.7698 0.9211
H -2.9361 1.3714 -2.8518
H -2.8810 3.1173 -2.6631
H -4.2637 2.2125 -2.0452
H -2.3503 3.2381 0.9943
H -3.9132 3.3114 0.1841
H -2.5443 4.1972 -0.4748
O -2.5527 -5.4111 2.3193
C -2.3258 -4.1273 2.0302
C -3.1453 -3.0789 2.4755
C -2.8298 -1.7901 2.1165
N -1.7573 -1.5137 1.3581
C -1.0227 -2.5001 0.9665
Br 1.8596 -3.1823 0.6044
C -1.2129 -3.8392 1.2409
H -3.3311 -5.5224 2.8785
H -4.0149 -3.2756 3.0873
H -3.4468 -0.9557 2.4262
H -0.5611 -4.6240 0.8931
C -3.4027 -2.6621 -2.8968
C -2.9791 -1.3584 -3.5629
C -1.5752 -1.1422 -3.0304
O -1.5544 -1.7735 -1.7077
C -2.7824 -2.5436 -1.5196
H -2.9991 -3.5255 -3.4257
H -4.4833 -2.7748 -2.8405
H -3.6421 -0.5480 -3.2574
H -2.9896 -1.4143 -4.6499
H -1.2985 -0.0988 -2.8965
H -0.8171 -1.6328 -3.6391
H -3.4232 -1.9976 -0.8238
H -2.5188 -3.5049 -1.0870
C -3.4729 3.5753 4.5254
C -2.1292 3.0265 4.9845
N -1.3401 2.4873 3.8766
C -0.5432 3.1900 3.0808
S 0.3668 2.3011 1.8830
N -0.4172 4.4976 3.2017
C 0.5490 5.3439 2.4843
C 0.0106 5.8356 1.1552
H -4.0309 3.9516 5.3804
H -4.0664 2.7967 4.0478
H -3.3562 4.3916 3.8119
H -2.2554 2.2183 5.7032
H -1.5308 3.7881 5.4895
H -1.4607 1.5188 3.6204
H -1.0772 4.9789 3.7978
H 1.4589 4.7595 2.3513
H 0.7796 6.1709 3.1552
H -0.1830 4.9971 0.4872
H 0.7452 6.4861 0.6838
H -0.9104 6.4038 1.2820
*
```

- HOMO energy (alpha / beta): -13.4 / -13.4 eV
- Molar mass: 902.84 g/mol
- Frontier orbital gap (alpha / beta): 7.5 / 5.3 eV


(2)
Below is C38H65HgO4Si2 as an isolated structure, with properties calculated with ωB97M-V/def2-TZVPD.

ORCA input file:
```
! RIJCOSX wB97M-V def2-TZVPD def2/J DEFGRID3
* xyz -2 2
Hg 0.1675 -0.2769 0.0306
C -2.2251 -2.3489 2.5162
C -3.0713 -2.6544 1.2729
C -3.7919 -3.9920 1.4943
C -4.1440 -1.5602 1.2079
Si -1.9200 -2.5696 -0.3379
C -0.8829 -4.2615 -0.4617
C -1.6812 -5.4828 -0.9386
C 0.3026 -4.0539 -1.4134
C -0.2692 -4.6004 0.9015
C -3.0754 -2.4081 -1.9476
C -4.2647 -3.3713 -2.0514
C -2.2145 -2.5988 -3.2019
C -3.6113 -0.9693 -2.0098
H -2.8463 -2.4162 3.4189
H -1.8158 -1.3382 2.4592
H -1.3939 -3.0427 2.6307
H -4.4806 -3.9187 2.3479
H -3.0861 -4.7941 1.7136
H -4.3797 -4.2760 0.6198
H -4.6176 -1.4438 2.1910
H -4.9309 -1.8155 0.4955
H -3.7093 -0.5982 0.9288
H -1.9277 -5.4092 -1.9996
H -2.6099 -5.5962 -0.3781
H -1.0949 -6.4031 -0.8033
H -0.0198 -3.7954 -2.4209
H 0.9051 -4.9699 -1.4795
H 0.9530 -3.2531 -1.0553
H -1.0194 -4.9467 1.6137
H 0.2427 -3.7312 1.3205
H 0.4736 -5.4010 0.7948
H -3.9330 -4.4094 -2.1068
H -4.8441 -3.1573 -2.9610
H -4.9408 -3.2655 -1.2015
H -1.8619 -3.6271 -3.2951
H -1.3503 -1.9307 -3.1821
H -2.8048 -2.3704 -4.0989
H -4.3541 -0.7787 -1.2379
H -4.0855 -0.7864 -2.9830
H -2.8005 -0.2491 -1.8791
C 6.8194 0.7575 -2.9390
C 6.5375 -0.1349 -1.9099
C 5.3303 -0.0972 -1.2370
C 4.3472 0.8565 -1.5592
C 4.6291 1.7098 -2.6455
C 5.8368 1.6684 -3.3140
C 3.0800 1.0083 -0.8678
C 2.6328 0.4355 0.2702
C 3.3060 -0.1327 1.3801
C 2.7640 -1.1689 2.1820
C 3.3698 -1.5862 3.3485
C 4.5562 -1.0030 3.7905
C 5.1042 0.0322 3.0342
C 4.5027 0.4614 1.8707
H 7.7744 0.7349 -3.4505
H 7.2799 -0.8780 -1.6378
H 5.1327 -0.8126 -0.4494
H 3.8720 2.4239 -2.9514
H 6.0138 2.3438 -4.1447
H 2.3942 1.6788 -1.3904
H 1.8268 -1.6231 1.8792
H 2.8969 -2.3589 3.9457
H 5.0348 -1.3426 4.7011
H 6.0218 0.5070 3.3691
H 4.9365 1.2759 1.3028
C -5.0089 4.2576 2.3217
C -3.9574 3.3012 1.7470
C -3.3124 2.5016 2.8863
C -4.6246 2.3392 0.7546
O -3.0117 4.0896 1.0579
Si -1.4408 3.6031 0.7200
O -1.2673 2.1010 0.3580
O -0.6281 4.1852 2.0586
C 0.6724 3.7740 2.4444
C 0.6272 2.3712 3.0616
C 1.1639 4.7686 3.5009
C 1.6368 3.7575 1.2563
O -1.0142 4.7221 -0.4509
C -1.1051 4.4938 -1.8408
C -0.9926 5.8597 -2.5272
C -2.4520 3.8579 -2.2090
C 0.0413 3.5836 -2.2958
H -5.7951 3.7008 2.8371
H -5.4559 4.8409 1.5142
H -4.5340 4.9462 3.0229
H -4.0632 2.0642 3.5483
H -2.6571 3.1659 3.4511
H -2.6907 1.7147 2.4571
H -5.3655 1.7070 1.2511
H -3.8446 1.7184 0.3109
H -5.1108 2.9092 -0.0409
H 0.0169 2.3740 3.9687
H 1.6342 2.0213 3.2977
H 0.1724 1.6918 2.3406
H 0.4688 4.7813 4.3429
H 1.2173 5.7741 3.0786
H 2.1522 4.4737 3.8591
H 1.3285 2.9726 0.5646
H 2.6561 3.5508 1.5858
H 1.5979 4.7144 0.7314
H -1.8098 6.5019 -2.1933
H -1.0426 5.7486 -3.6128
H -0.0468 6.3342 -2.2597
H -3.2517 4.4504 -1.7605
H -2.4969 2.8552 -1.7818
H -2.5909 3.8094 -3.2913
H 1.0012 4.0724 -2.1139
H -0.0440 3.3406 -3.3578
H 0.0013 2.6675 -1.7044
*
```

- HOMO energy (alpha / beta): 0.6 / -1.2 eV
- Molar mass: 842.70 g/mol
- Frontier orbital gap (alpha / beta): 3.7 / 5.4 eV


(3)
Below is C38H65N7O7PZr as an isolated structure at a distorted geometry, with properties calculated with ωB97M-V/def2-TZVPD.

ORCA input file:
```
! RIJCOSX wB97M-V def2-TZVPD def2/J DEFGRID3
* xyz -1 1
Zr -0.1573 0.1718 1.1232
N -1.1666 3.8949 2.0387
N -0.8706 3.4418 3.3424
C -0.6529 2.0827 3.6025
O -0.1376 1.7548 4.6616
O -1.1240 1.2974 2.6832
H -0.5570 3.4163 1.3782
H -2.0979 3.5568 1.8234
H -0.2663 4.0579 3.8586
C -2.2677 3.4648 -1.4408
O -2.5317 2.2639 -2.1839
C -2.3574 1.1335 -1.4715
O -2.0695 1.1177 -0.2902
N -2.5499 0.0362 -2.2237
N -2.5205 -1.2460 -1.6408
H -2.3359 4.2735 -2.1636
H -1.2764 3.4230 -0.9927
H -3.0128 3.5978 -0.6575
H -3.0180 0.1287 -3.1073
H -1.6002 -1.6300 -1.8393
H -2.4773 -1.1053 -0.6218
C 1.4479 -0.8714 -4.3413
C 1.8889 -1.4914 -3.0105
C 1.8322 -3.0231 -3.0774
C 3.2986 -1.0245 -2.6304
C 0.9785 -1.0534 -1.9455
N 0.2705 -0.7081 -1.1123
H 2.1157 -1.2174 -5.1334
H 1.4923 0.2178 -4.3038
H 0.4289 -1.1690 -4.5936
H 2.5449 -3.3748 -3.8260
H 0.8359 -3.3689 -3.3574
H 2.0908 -3.4567 -2.1116
H 3.9831 -1.2531 -3.4509
H 3.6308 -1.5178 -1.7185
H 3.3017 0.0493 -2.4461
C -2.6686 -0.5864 4.7744
C -2.1447 -1.9364 4.2566
C -0.6203 -1.8653 4.4121
C -2.6644 -3.0497 5.1751
P -2.5584 -2.1104 2.4106
N -1.6025 -1.3120 1.4918
C -4.3978 -1.6094 2.2501
C -4.9992 -2.1010 0.9247
C -4.4354 -0.0678 2.2126
C -5.3351 -2.1287 3.3487
C -2.4101 -3.9434 1.9268
C -2.3617 -4.0131 0.3922
C -1.0252 -4.4319 2.3772
C -3.4757 -4.9123 2.4468
H -2.2003 -0.3905 5.7425
H -3.7465 -0.5725 4.9236
H -2.3811 0.2256 4.1093
H -0.3968 -1.5967 5.4490
H -0.1857 -1.0902 3.7831
H -0.1271 -2.8074 4.1935
H -2.4154 -2.7775 6.2061
H -2.1907 -4.0099 4.9745
H -3.7445 -3.1845 5.1257
H -4.4387 -1.7816 0.0528
H -6.0053 -1.6771 0.8395
H -5.1042 -3.1842 0.8870
H -3.5380 0.3401 1.7439
H -4.5198 0.3639 3.2079
H -5.3059 0.2583 1.6343
H -5.3600 -3.2180 3.3907
H -6.3514 -1.7886 3.1200
H -5.0869 -1.7550 4.3378
H -1.5420 -3.3907 0.0316
H -3.2789 -3.6930 -0.0949
H -2.1712 -5.0523 0.1015
H -0.2552 -3.7229 2.0673
H -0.8214 -5.3921 1.8909
H -0.9568 -4.5904 3.4517
H -4.4556 -4.7304 2.0064
H -3.5810 -4.8837 3.5300
H -3.1844 -5.9326 2.1728
C 4.4061 2.6979 -6.6839
C 3.1988 2.8316 -5.7945
C 1.9616 3.1236 -6.3543
C 0.8317 3.2146 -5.5545
C 0.9460 3.0469 -4.1886
C 2.1840 2.7637 -3.6053
N 2.2033 2.5096 -2.2239
C 2.9203 3.2196 -1.2712
C 3.8736 4.1822 -1.6126
C 4.6409 4.7933 -0.6343
C 4.4745 4.4719 0.7055
C 3.4844 3.5683 1.0564
C 2.6866 2.9580 0.0962
C 1.5425 2.1361 0.5790
O 1.4858 1.7267 1.7522
O 0.5365 1.9072 -0.2036
C 3.3202 2.6249 -4.4127
C 4.6443 2.1851 -3.8496
H 4.1572 2.9554 -7.7128
H 4.7954 1.6768 -6.6773
H 5.2199 3.3483 -6.3564
H 1.8840 3.2693 -7.4254
H -0.1346 3.4276 -5.9943
H 0.0763 3.1249 -3.5471
H 1.3404 2.1332 -1.8317
H 4.0052 4.4553 -2.6515
H 5.3750 5.5343 -0.9282
H 5.0844 4.9404 1.4663
H 3.2846 3.3261 2.0924
H 4.5646 1.9051 -2.8030
H 5.3972 2.9748 -3.9213
H 5.0257 1.3262 -4.4058
C 3.7825 -0.1067 0.9559
O 2.5525 -0.5865 0.4537
C 1.5570 -1.0436 1.4255
C 2.1952 -1.9284 2.4688
H 3.6388 0.4913 1.8612
H 4.2407 0.5261 0.1886
H 4.4776 -0.9242 1.1853
H 3.1035 -2.4242 2.0985
H 1.5183 -2.7322 2.7676
H 2.4685 -1.3984 3.3926
*
```

- HOMO energy: -1.8 eV
- Molar mass: 854.18 g/mol
- Frontier orbital gap: 4.1 eV


(4)
Below is a 9-piece molecular cluster, C38H66F4N8O11 overall at a distorted geometry, with properties calculated with ωB97M-V/def2-TZVPD.

ORCA input file:
```
! RIJCOSX wB97M-V def2-TZVPD def2/J DEFGRID3
* xyz 0 1
C -2.3673 2.5440 0.3935
C -2.7288 2.3743 -1.1965
C -4.2586 2.8451 -1.6774
C -4.7320 2.7193 -3.2570
C -3.6353 2.1641 -4.3417
C -2.1152 1.6985 -3.8497
C -1.6293 1.7684 -2.2511
C -0.1200 1.2355 -1.8966
C -0.0115 0.2847 -0.5654
C -0.3600 -1.1547 -0.4193
C -0.9474 -2.2157 -1.5224
F -1.2954 -3.4973 -0.8235
F 0.1421 -2.5456 -2.4984
C -2.2323 -1.6799 -2.3887
F -1.7288 -1.4489 -3.7883
F -3.1966 -2.8349 -2.5157
C -0.0136 -1.5282 1.1597
O -0.0127 -2.7118 1.7902
O 0.2932 -0.3032 1.9481
C 0.5678 0.7124 0.9200
O 1.2117 1.8820 0.9503
H -3.3446 2.9604 0.9357
H -1.5680 3.3962 0.4789
H -2.0933 1.5507 0.9489
H -5.0300 3.2507 -0.8879
H -5.8432 3.0441 -3.4980
H -3.9580 2.0713 -5.4634
H -1.3994 1.3051 -4.7198
H 0.3545 0.6256 -2.7939
H 0.5825 2.1775 -1.7311
H -2.7853 -0.7543 -1.9333
C -7.0688 0.4331 3.9043
N -6.3071 1.4883 3.2797
C -4.9523 1.6409 3.2367
C -4.1003 0.6028 3.9119
O -4.4653 2.6082 2.6562
H -7.6732 -0.0504 3.1327
H -7.7307 0.8869 4.6462
H -6.4335 -0.3095 4.3882
H -6.8099 2.2274 2.8030
H -3.0450 0.8627 3.7911
H -4.3271 0.5690 4.9809
H -4.2692 -0.3759 3.4549
C -0.3469 -4.5288 -6.5635
N 0.0290 -3.2279 -6.0634
C 1.1252 -2.4829 -6.3860
C 2.0956 -3.0462 -7.3862
O 1.2929 -1.3850 -5.8606
H -1.3296 -4.4399 -7.0333
H -0.4166 -5.2113 -5.7128
H 0.3689 -4.9202 -7.2871
H -0.5750 -2.7804 -5.3843
H 2.9146 -2.3376 -7.5384
H 2.5159 -3.9842 -7.0137
H 1.5953 -3.2064 -8.3450
C 2.4458 -5.2086 -3.4259
N 1.8497 -6.5212 -3.4989
C 2.4739 -7.7341 -3.4989
C 3.9744 -7.7589 -3.4133
O 1.8069 -8.7637 -3.5677
H 2.0479 -4.7048 -2.5414
H 2.1500 -4.6523 -4.3188
H 3.5339 -5.2476 -3.3644
H 0.8407 -6.5889 -3.5590
H 4.3230 -8.7954 -3.4239
H 4.4077 -7.2405 -4.2729
H 4.3046 -7.2934 -2.4808
C -6.2609 1.4331 -10.1441
N -5.5979 1.7405 -8.8992
C -6.0825 1.6158 -7.6303
C -7.4817 1.0956 -7.4539
O -5.3762 1.9262 -6.6740
H -5.6658 0.6810 -10.6679
H -6.2942 2.3458 -10.7443
H -7.2738 1.0575 -9.9953
H -4.6501 2.0967 -8.9340
H -7.7232 1.0534 -6.3882
H -8.1949 1.7646 -7.9430
H -7.5612 0.0861 -7.8661
C -0.5542 8.4495 -1.2388
N -1.1504 7.1369 -1.3118
C -0.5261 5.9240 -1.3118
C 0.9744 5.8992 -1.2262
O -1.1931 4.8944 -1.3806
H -0.9522 8.9533 -0.3543
H -0.8500 9.0058 -2.1317
H 0.5338 8.4105 -1.1773
H -2.1594 7.0692 -1.3719
H 1.3229 4.8627 -1.2368
H 1.4076 6.4176 -2.0858
H 1.3045 6.3647 -0.2937
C 4.1972 0.4160 5.4707
N 2.9534 0.6692 6.1581
C 1.7031 0.2323 5.8314
C 1.5497 -0.6260 4.6070
O 0.7447 0.5447 6.5338
H 4.8753 -0.0801 6.1695
H 4.6246 1.3785 5.1786
H 4.0652 -0.2078 4.5860
H 2.9734 1.2407 6.9943
H 0.4972 -0.8938 4.4791
H 1.8759 -0.0759 3.7202
H 2.1287 -1.5465 4.7194
C 5.8402 -4.1654 4.0912
N 6.2161 -2.8645 4.5913
C 7.3123 -2.1195 4.2687
C 8.2827 -2.6828 3.2685
O 7.4801 -1.0216 4.7941
H 4.8575 -4.0765 3.6214
H 5.7705 -4.8479 4.9419
H 6.5560 -4.5568 3.3676
H 5.6121 -2.4170 5.2704
H 9.1017 -1.9742 3.1163
H 8.7030 -3.6208 3.6410
H 7.7824 -2.8430 2.3097
C 2.6524 1.4218 9.7954
N 3.6231 2.4896 9.7585
C 4.2636 3.0860 10.8048
C 3.9521 2.6042 12.1941
O 5.0685 3.9897 10.5925
H 3.0451 0.5869 9.2096
H 1.7323 1.7846 9.3305
H 2.4400 1.0863 10.8110
H 3.8866 2.8695 8.8571
H 4.5398 3.1753 12.9183
H 2.8919 2.7552 12.4145
H 4.2156 1.5476 12.2924
*
```

- HOMO energy: -7.7 eV
- Molar mass: 886.98 g/mol
- Structure (SMILES): Cc1ccccc1CC1=C(C(F)(F)C(F)F)C(=O)OC1=O.CNC(C)=O.CNC(C)=O.CNC(C)=O.CNC(C)=O.CNC(C)=O.CNC(C)=O.CNC(C)=O.CNC(C)=O
- Frontier orbital gap: 6.0 eV